1.
A structure of composition C4H10N2S at a distorted geometry. Source: OMol25; level of theory: ωB97M-V/def2-TZVPD.

Positions of all 17 atoms, in Å:
H: 0.902 -2.479 -0.198
S: -0.859 -2.302 -2.615
H: 1.753 0.558 0.773
C: 0.316 -1.476 0.278
H: 0.851 2.254 0.835
H: -0.743 0.139 1.925
C: -1.037 0.830 1.016
H: -0.653 -2.010 0.979
H: -1.075 1.944 1.402
C: 1.074 1.345 0.154
C: -0.419 -0.717 -1.947
H: -0.810 0.175 -2.326
H: 1.638 1.863 -0.957
H: 1.232 -0.910 0.921
N: 0.084 -0.465 -0.756
H: -2.028 0.420 0.662
N: -0.226 0.831 -0.148

The gap between HOMO and LUMO is 0.3187 Ha. For the lowest unoccupied orbital energy, the calculation gives 0.01495 Ha. The energy above the lowest of the compared OMol25 structures with the same formula, charge and spin is 5.0808 eV. The HOMO energy is -0.3038 Ha.

natural (NBO) charges in e:
1. H 0.268
2. S -0.245
3. H 0.183
4. C -0.492
5. H 0.206
6. H 0.188
7. C -0.442
8. H 0.244
9. H 0.230
10. C -0.411
11. C 0.039
12. H 0.200
13. H 0.216
14. H 0.208
15. N -0.302
16. H 0.221
17. N -0.311

---

2.
An isolated molecule of CH3F2IN2OS at a distorted geometry. Source: OMol25; level of theory: ωB97M-V/def2-TZVPD.

Positions of all 11 atoms, in Å:
H: -1.151 0.379 1.568
I: 1.150 -2.323 -1.679
H: -2.024 -0.622 -1.469
O: 0.733 0.700 -1.954
N: -1.293 -0.408 -0.699
N: -0.323 0.948 1.430
C: 0.577 0.162 0.722
F: 1.861 0.511 0.686
H: -0.336 1.933 1.158
S: 0.174 -0.194 -0.967
F: 0.633 -1.086 1.204

The gap between HOMO and LUMO is 0.3221 Ha. Its structure (SMILES) is N=[S@](=O)(I)C(N)(F)F. For the lowest unoccupied orbital energy, the calculation gives -0.03388 Ha. The energy above the lowest of the compared OMol25 structures with the same formula, charge and spin is 0.0000 eV. The HOMO energy is -0.3559 Ha.

natural (NBO) charges in e:
1. H 0.431
2. I -0.080
3. H 0.419
4. O -0.894
5. N -1.157
6. N -0.843
7. C 0.596
8. F -0.309
9. H 0.414
10. S 1.745
11. F -0.323

---

3.
A cluster of 9 separate species, C19H56N6O9 in total at a distorted geometry. Source: OMol25; level of theory: ωB97M-V/def2-TZVPD.

Positions of all 90 atoms, in Å:
C: 3.558 1.352 1.914
H: 1.533 3.684 0.317
O: 0.621 -0.127 -0.042
H: 0.924 3.243 3.452
H: 3.349 3.175 2.046
N: 3.004 -0.011 -4.095
H: -1.061 2.162 -0.615
H: -3.841 2.761 -2.369
H: 2.374 5.255 -2.904
C: 2.045 3.038 -0.263
O: 2.749 2.913 -2.573
N: -1.170 -1.543 -0.282
H: -4.411 1.297 -3.005
H: -0.084 -1.691 4.681
H: -3.071 2.091 -3.799
H: 1.430 -3.511 3.956
H: -1.045 0.839 1.591
C: 2.019 -0.211 -3.228
H: 0.145 4.705 1.921
N: 1.572 -3.026 -1.269
C: -3.727 -5.474 -0.377
H: 2.509 1.982 -2.726
H: 4.564 1.712 1.563
O: 3.044 2.454 2.540
C: -1.239 2.017 -1.682
C: 2.501 4.857 -1.933
O: 0.756 -0.504 -3.526
H: 3.974 0.082 -3.858
H: -0.510 -0.755 3.319
C: 0.056 2.869 2.955
H: -0.005 -2.582 1.864
O: 0.119 -4.827 -1.235
O: 0.717 -3.701 3.281
H: -2.021 -4.349 1.225
H: -4.404 -2.661 -0.706
O: 0.408 1.927 2.218
H: -1.749 -2.178 0.234
N: -1.385 -0.028 1.227
H: -1.203 4.598 2.946
C: -0.945 2.207 4.000
H: -4.717 -5.344 0.169
H: -1.496 -2.279 3.715
H: -0.532 -1.971 -0.954
N: -0.104 -2.921 -2.629
H: -1.002 2.852 4.896
H: -3.197 -6.270 0.141
H: -1.443 2.959 -2.180
C: -0.641 -0.549 0.326
C: -3.630 -3.122 -1.261
C: 1.781 -1.858 2.549
C: -0.510 -1.781 3.691
H: -1.956 -4.323 -0.864
H: 3.406 0.271 -1.792
H: 1.499 2.077 -0.064
H: 1.857 -0.275 -1.128
H: 2.829 -0.069 -5.134
H: 3.491 5.128 -1.676
H: 3.021 1.060 1.074
H: 0.204 -2.024 -3.064
H: 2.043 -3.524 -0.453
C: 0.494 -2.575 2.838
H: -1.152 3.634 1.417
H: -4.062 -5.638 -1.400
H: 2.333 -2.415 1.880
H: 1.924 5.521 -1.294
H: 1.910 -2.030 -1.512
C: -0.600 4.025 2.268
H: 3.766 0.498 2.587
H: -3.094 1.252 -1.067
C: -2.466 1.166 -1.937
H: -1.913 -0.519 -1.598
H: 1.248 2.131 1.833
H: 2.416 -1.649 3.440
H: -4.161 -3.614 -2.113
C: 0.499 -3.596 -1.674
H: -0.339 1.471 -2.093
H: -2.261 -0.354 1.553
C: 1.993 3.448 -1.729
H: -0.851 -3.407 -3.063
H: 2.992 3.170 0.114
H: 1.449 -0.941 2.127
O: -2.259 0.014 -2.312
C: -3.496 1.868 -2.826
H: -2.979 -2.457 -1.790
C: -2.895 -4.133 -0.368
O: -2.497 -3.668 0.747
H: -0.555 1.268 4.358
H: 0.965 3.443 -2.037
N: 2.455 -0.092 -1.998
H: -1.851 2.142 3.549

The gap between HOMO and LUMO is 0.3375 Ha. Its structure (SMILES) is NC(N)=O.NC(N)=O.NC(N)=O.CC(C)O.CC(C)O.CC(C)O.CC(C)O.CC(C)O.CO. For the lowest unoccupied orbital energy, the calculation gives 0.00961 Ha. The energy above the lowest of the compared OMol25 structures with the same formula, charge and spin is 7.3959 eV. The HOMO energy is -0.3279 Ha.

Mulliken charges in e:
1. C -0.345
2. H 0.638
3. O 1.274
4. H 0.612
5. H 0.278
6. N -0.298
7. H -0.266
8. H 0.479
9. H 0.460
10. C -0.737
11. O -0.612
12. N 0.369
13. H 0.428
14. H 0.440
15. H 0.428
16. H 0.464
17. H 0.050
18. C 0.492
19. H 0.399
20. N -0.148
21. C -1.582
22. H 0.226
23. H 0.362
24. O -0.483
25. C -0.356
26. C -2.139
27. O -0.767
28. H 0.166
29. H -0.316
30. C 0.750
31. H -1.399
32. O -0.782
33. O -0.532
34. H 0.331
35. H 0.408
36. O -0.080
37. H 0.186
38. N 0.531
39. H 0.418
40. C -1.724
41. H 0.342
42. H 0.205
43. H -0.368
44. N -0.258
45. H 0.439
46. H 0.403
47. H 0.589
48. C -0.944
49. C -1.405
50. C -1.124
51. C -0.550
52. H -0.093
53. H 0.287
54. H -0.210
55. H -0.032
56. H 0.293
57. H 0.462
58. H -0.068
59. H 0.251
60. H 0.227
61. C 2.190
62. H 0.098
63. H 0.379
64. H 0.415
65. H 0.425
66. H 0.073
67. C -1.340
68. H 0.249
69. H -0.020
70. C 0.861
71. H 0.142
72. H -0.683
73. H 0.575
74. H 0.409
75. C 0.246
76. H -0.125
77. H 0.226
78. C 1.004
79. H 0.214
80. H 0.442
81. H -0.260
82. O -0.609
83. C -2.009
84. H 0.108
85. C 0.971
86. O -0.589
87. H 0.334
88. H 0.019
89. N -0.301
90. H 0.488

---

4.
An isolated molecule of C2H3FS at a distorted geometry. Source: OMol25; level of theory: ωB97M-V/def2-TZVPD.

Positions of all 7 atoms, in Å:
C: 0.273 0.142 -0.163
H: -0.737 0.042 -0.344
F: 0.335 0.605 -2.478
C: 0.856 -0.122 -1.436
H: 0.610 -0.578 0.603
S: 2.239 -1.311 -1.917
H: 0.257 1.085 0.247

The gap between HOMO and LUMO is 0.3049 Ha. Its structure (SMILES) is CC(F)=S. For the lowest unoccupied orbital energy, the calculation gives -0.02811 Ha. The energy above the lowest of the compared OMol25 structures with the same formula, charge and spin is 1.1577 eV. The HOMO energy is -0.3331 Ha.

natural (NBO) charges in e:
1. C -0.775
2. H 0.259
3. F -0.330
4. C 0.477
5. H 0.265
6. S -0.161
7. H 0.266

---

5.
An isolated molecule of C46H34F6N2O2S at a distorted geometry. Source: OMol25; level of theory: ωB97M-V/def2-TZVPD.

Positions of all 91 atoms, in Å:
C: -2.904 3.548 -6.488
H: 2.067 4.363 0.079
H: 0.340 -0.274 -3.939
F: -3.914 -1.751 -3.934
C: -0.214 3.974 4.196
C: 0.439 3.522 -9.357
C: 0.055 -2.967 1.534
C: 0.312 1.073 1.121
O: -0.979 -1.843 -3.151
C: -3.807 2.533 -6.818
C: -0.202 0.466 -1.350
H: -0.969 2.075 -8.544
N: 1.751 3.993 2.750
C: 0.749 1.941 2.105
C: -1.340 2.365 -2.611
H: -0.829 4.129 3.308
C: -3.309 4.888 -6.510
C: -0.771 3.921 5.477
C: 4.021 4.734 2.201
C: -0.408 2.994 -8.377
F: 1.152 -3.488 4.072
H: 0.654 -0.163 -1.627
C: -0.182 -3.206 4.017
H: -2.253 0.187 -0.822
F: -4.553 -0.974 -1.978
H: -2.570 5.662 -6.312
F: -0.449 -2.368 5.064
H: 1.731 5.154 -9.910
C: 0.046 3.647 6.573
H: -0.171 0.927 -6.053
H: -4.982 6.238 -6.673
H: -0.398 3.573 7.564
F: -0.857 -4.374 4.256
C: -0.564 3.661 -7.155
H: -0.014 5.366 -5.964
C: 2.294 6.330 2.846
H: 4.308 3.699 1.996
C: -5.127 2.855 -7.149
C: 2.696 5.022 2.552
C: -0.207 0.664 -3.900
C: -0.190 -2.282 0.350
C: -1.198 2.551 -5.022
C: 1.370 3.135 1.733
H: 1.128 2.835 -1.647
C: -0.585 1.193 -2.662
S: -1.983 -1.712 -2.128
C: -0.491 1.340 -5.084
H: -6.595 4.428 -7.281
C: 0.333 1.408 -0.243
H: 5.260 7.905 2.358
H: -2.188 4.007 -3.744
O: -2.516 -2.873 -1.455
C: 4.958 5.773 2.183
H: -5.808 2.061 -7.453
H: 1.420 6.361 -7.749
C: 1.999 3.603 5.149
C: -3.566 -0.974 -2.897
H: 0.595 1.672 3.154
C: 1.090 4.735 -9.136
H: -2.140 -1.427 3.585
H: -0.079 0.142 1.500
H: -3.440 1.505 -6.838
H: -2.752 -0.296 1.452
C: -0.590 -2.607 2.701
C: 1.552 3.445 0.368
C: 0.928 5.408 -7.924
H: -1.657 2.744 -1.638
C: 1.013 2.587 -0.592
F: -3.412 0.297 -3.347
H: -1.842 4.088 5.591
C: -1.633 -1.690 2.673
C: 1.173 3.855 4.046
H: 6.005 5.545 1.982
C: 4.543 7.088 2.421
C: -5.553 4.184 -7.072
C: -1.166 -1.277 0.333
N: -1.545 3.215 -6.221
H: 1.259 6.499 3.150
H: 0.772 -3.775 1.536
H: 2.057 3.200 7.260
C: -1.649 3.057 -3.786
H: 3.075 3.504 4.995
C: 0.126 4.857 -6.919
C: -1.964 -1.062 1.468
C: -1.336 -0.417 -0.904
C: 1.421 3.457 6.414
C: 3.213 7.371 2.744
H: 0.397 -2.499 -0.545
H: 2.875 8.391 2.930
C: -4.655 5.200 -6.748
H: 0.571 2.980 -10.290

The gap between HOMO and LUMO is 0.2885 Ha. For the lowest unoccupied orbital energy, the calculation gives 0.01173 Ha. The energy above the lowest of the compared OMol25 structures with the same formula, charge and spin is 0.0000 eV. The HOMO energy is -0.2768 Ha.

Mulliken charges in e:
1. C -0.338
2. H 0.505
3. H 0.506
4. F -0.218
5. C 0.341
6. C -0.720
7. C -1.160
8. C -0.494
9. O -0.637
10. C -0.108
11. C 1.496
12. H 0.395
13. N 0.852
14. C -0.987
15. C -0.218
16. H 0.451
17. C -0.083
18. C -0.818
19. C 0.241
20. C -0.119
21. F -0.266
22. H 0.557
23. C 0.803
24. H 0.730
25. F -0.235
26. H 0.393
27. F -0.264
28. H 0.374
29. C -0.380
30. H 0.420
31. H 0.373
32. H 0.390
33. F -0.257
34. C -0.600
35. H 0.433
36. C 0.098
37. H 0.432
38. C -0.763
39. C -0.937
40. C -0.256
41. C 0.120
42. C 0.293
43. C 0.975
44. H 0.480
45. C -0.787
46. S 1.226
47. C -0.761
48. H 0.367
49. C -0.597
50. H 0.378
51. H 0.451
52. O -0.614
53. C -0.816
54. H 0.371
55. H 0.368
56. C 0.032
57. C 0.642
58. H 0.550
59. C -0.358
60. H 0.466
61. H 0.410
62. H 0.435
63. H 0.352
64. C 0.484
65. C -1.017
66. C -0.776
67. H 0.581
68. C -0.893
69. F -0.149
70. H 0.390
71. C -0.861
72. C -0.854
73. H 0.362
74. C -0.337
75. C -0.358
76. C -0.568
77. N 1.151
78. H 0.412
79. H 0.425
80. H 0.408
81. C -1.014
82. H 0.423
83. C 0.008
84. C -0.146
85. C -0.568
86. C -0.772
87. C -0.745
88. H 0.450
89. H 0.392
90. C -0.709
91. H 0.370

---

6.
An isolated molecule of C17H21N3O2S at a distorted geometry. Source: OMol25; level of theory: ωB97M-V/def2-TZVPD.

Positions of all 44 atoms, in Å:
H: -1.634 -0.235 -3.502
N: -1.999 -0.053 -0.174
H: 4.541 -0.123 2.460
H: -0.032 3.645 -0.262
H: -1.448 4.613 -4.164
C: -0.828 4.276 -2.162
H: -0.464 -3.440 0.568
H: 4.010 1.147 1.332
C: 3.805 0.142 1.715
H: -0.037 0.010 -4.180
H: 3.927 -0.606 0.902
C: -1.166 3.889 -3.417
H: 2.270 -0.811 2.855
N: 0.031 -0.412 1.246
H: 1.164 1.239 3.701
C: -0.643 0.134 -3.286
H: -0.224 -0.468 -2.480
H: -2.698 -6.328 -0.508
H: -1.377 2.269 -4.785
H: -0.773 5.292 -1.834
C: 2.347 0.121 2.263
C: 0.083 1.079 -0.448
C: -0.677 1.575 -2.854
H: 2.891 1.378 4.013
C: -1.943 -5.604 -0.142
H: -3.165 -4.692 1.278
C: -0.693 0.146 0.195
H: 2.138 2.288 2.622
H: -0.993 -5.568 -0.643
O: 2.133 2.054 0.074
C: -2.172 -4.699 0.863
C: 2.147 1.342 3.213
S: -2.026 -2.173 1.968
H: -0.626 -4.156 2.222
N: 1.345 0.155 1.176
H: -2.376 0.606 -0.849
O: 0.035 -1.541 3.291
C: -0.405 3.332 -1.223
C: -1.089 2.533 -3.784
C: -1.194 -3.688 1.373
C: -0.508 -1.292 2.240
H: -2.681 -0.507 0.453
C: 1.336 1.167 0.222
C: -0.334 1.964 -1.548

The gap between HOMO and LUMO is 0.3075 Ha. Its structure (SMILES) is C=CCSC(=O)n1c(N)c(-c2ccccc2C)c(=O)n1C(C)C. For the lowest unoccupied orbital energy, the calculation gives 0.00776 Ha. The energy above the lowest of the compared OMol25 structures with the same formula, charge and spin is 3.5740 eV. The HOMO energy is -0.2997 Ha.

natural (NBO) charges in e:
1. H 0.216
2. N -0.822
3. H 0.213
4. H 0.221
5. H 0.211
6. C -0.219
7. H 0.234
8. H 0.238
9. C -0.617
10. H 0.223
11. H 0.211
12. C -0.202
13. H 0.234
14. N -0.273
15. H 0.208
16. C -0.637
17. H 0.221
18. H 0.214
19. H 0.209
20. H 0.212
21. C -0.049
22. C -0.291
23. C -0.008
24. H 0.216
25. C -0.375
26. H 0.202
27. C 0.423
28. H 0.229
29. H 0.190
30. O -0.627
31. C -0.197
32. C -0.631
33. S 0.185
34. H 0.245
35. N -0.266
36. H 0.415
37. O -0.548
38. C -0.163
39. C -0.213
40. C -0.556
41. C 0.523
42. H 0.413
43. C 0.639
44. C -0.050